## one
A 15-piece molecular cluster, C90H75N15O30 overall, computed with ωB97M-V/def2-TZVPD.

Positions of all 210 atoms, in Å:
O 4.44 0.43 -6.56
O 4.29 -1.65 3.39
O 3.25 -1.34 -6.89
O -1.99 -7.64 -5.32
O -0.51 -7.07 -3.83
O -2.74 2.15 0.55
O 4.66 2.37 7.10
O -5.46 1.38 -4.59
O -2.33 4.20 3.65
O 3.38 -4.27 0.62
O -0.05 -3.85 -1.70
O 5.52 1.00 -0.53
O 0.88 6.05 -2.41
O -3.70 -0.61 -5.71
O 1.94 5.89 1.44
O -3.19 -3.36 0.81
O 1.73 -5.47 -0.05
O -0.97 3.38 2.12
O -4.94 -4.62 0.50
O 3.54 0.20 4.22
O 3.49 0.85 0.10
O -2.22 -2.11 -6.23
O -4.15 2.49 2.12
O -1.58 -2.48 -2.41
O 5.87 0.58 6.89
O -0.60 -1.23 8.04
O -3.42 1.70 -4.03
O 0.05 4.19 -1.64
O -0.24 0.76 7.26
O 3.02 6.03 3.32
N -0.65 -0.41 7.19
N 5.44 1.63 6.47
N -1.23 3.85 3.22
N -3.23 -1.77 -5.66
N -4.52 1.21 -3.83
N 3.42 -0.21 -6.41
N -1.02 -6.99 -4.94
N 2.79 -4.92 -0.25
N -3.75 -4.38 0.46
N 2.03 6.18 2.61
N 3.85 -0.95 4.30
N -3.74 2.68 1.02
N -0.68 -2.82 -1.66
N 0.03 5.41 -1.86
N 4.38 0.58 -0.66
C -3.99 -4.93 -4.01
C -0.21 4.24 5.53
C 0.32 1.36 -4.11
C -6.00 5.48 -0.09
C 0.20 -2.48 0.59
C -6.01 -0.22 -2.54
C -2.37 8.16 -1.40
C -4.43 3.60 0.09
C -4.75 0.40 -2.68
C 1.60 1.91 -3.98
C -4.02 -0.48 -0.55
C -1.62 -7.90 -0.34
C -1.22 -0.82 5.89
C 1.18 3.31 3.79
C 3.89 -3.33 7.13
C -0.86 8.48 2.72
C -1.60 -2.62 4.37
C -2.00 -0.29 3.72
C 2.61 1.42 -4.81
C 5.45 3.41 4.75
C 5.61 3.81 3.45
C 5.19 -0.54 -2.72
C 0.96 7.05 3.13
C 0.84 4.03 6.43
C -3.50 -6.46 -0.73
C -1.24 -2.19 5.65
C -5.38 -4.89 -3.92
C 4.16 -0.36 -1.77
C 5.85 2.11 5.08
C 0.07 0.30 -4.99
C -0.93 -5.68 -7.01
C 3.91 -2.95 5.83
C 3.58 -1.60 5.57
C 3.40 -5.79 -3.87
C -6.09 -3.81 -4.39
C -5.24 -1.14 -0.50
C -1.68 -5.72 0.70
C -1.45 7.36 -1.98
C 1.11 -0.21 -5.72
C 2.70 -5.70 -2.66
C 0.03 8.23 4.94
C -3.32 -3.89 -4.60
C -2.03 -1.69 3.45
C -3.76 0.26 -1.73
C 0.98 7.30 4.47
C -2.90 -5.49 0.03
C 0.35 -4.94 -5.08
C -0.46 -0.56 -0.70
C 0.63 -1.63 1.63
C 2.36 0.34 -5.65
C -2.87 -7.66 -0.89
C 4.94 -1.36 -3.81
C 6.47 1.26 4.23
C -0.80 8.87 4.04
C 0.03 0.27 0.31
C 6.65 1.64 2.88
C -0.04 3.84 4.20
C 5.38 -4.81 -2.83
C -0.49 -5.85 -5.71
C 3.73 -2.05 -3.94
C -1.04 6.19 -1.32
C 2.93 -0.81 6.55
C -5.43 5.79 -1.36
C -2.66 6.60 0.42
C -4.34 5.07 -1.83
C -1.02 -6.90 0.44
C 2.66 -1.87 -3.02
C 0.82 -3.84 -5.80
C 2.80 -1.32 7.86
C -6.26 -1.01 -1.45
C 0.33 -3.65 -7.08
C 0.01 7.49 2.27
C -2.97 7.76 -0.21
C -0.56 -4.56 -7.64
C 3.42 -5.12 -1.63
C -5.46 4.40 0.63
C -1.64 5.78 -0.11
C -4.03 -2.82 -5.03
C 6.23 2.92 2.49
C 4.74 -5.35 -3.92
C 4.70 -4.66 -1.69
C 2.20 3.10 4.66
C 2.94 -1.05 -1.93
C -5.43 -2.71 -4.96
C -1.55 0.12 4.93
C 0.62 -0.28 1.43
C -3.85 3.95 -1.12
C -0.38 -1.95 -0.51
C 3.32 -2.57 8.13
C 2.00 3.41 6.00
H 0.54 -5.10 -4.06
H -0.47 1.85 -3.63
H 5.65 -1.48 -4.63
H -7.19 -1.51 -1.50
H -0.02 1.33 0.16
H 5.16 -4.10 -0.89
H 2.23 -0.89 -1.10
H 0.81 4.40 7.47
H 0.21 7.39 1.22
H 7.05 0.84 2.23
H -5.84 4.14 1.60
H 1.39 -3.12 -5.21
H 0.98 0.36 2.24
H -3.22 -0.66 0.19
H 6.13 -0.03 -2.59
H 6.34 3.17 1.42
H 0.62 -2.80 -7.71
H -3.46 -5.85 -3.78
H 5.09 4.13 5.44
H -3.66 8.44 0.22
H 1.70 2.67 -3.24
H 2.79 3.21 6.69
H -3.89 5.29 -2.84
H -6.80 0.02 -3.24
H -1.61 -3.70 4.22
H -2.62 9.05 -1.89
H 1.63 -5.89 -2.54
H -3.26 -8.48 -1.47
H -0.94 -2.89 6.42
H 3.14 2.61 4.39
H -5.90 -5.68 -3.45
H -2.78 0.57 -2.05
H 6.70 0.24 4.57
H -0.09 -7.05 0.94
H -1.23 -8.87 -0.59
H -7.18 -3.69 -4.33
H -2.27 -3.75 -4.66
H 1.68 6.86 5.15
H 0.71 -0.98 -6.35
H -0.88 -0.18 -1.60
H -1.48 -6.51 -7.41
H -0.88 7.75 -2.81
H -5.79 6.65 -1.94
H -1.41 4.80 0.24
H 4.15 -4.36 7.42
H 5.25 -5.40 -4.88
H -5.46 -1.64 0.40
H 3.61 1.84 -4.90
H 6.39 -4.38 -2.82
H 0.29 -3.56 0.70
H 3.27 -2.94 9.15
H -1.59 8.95 2.01
H -1.29 -4.98 1.35
H -4.55 -6.32 -1.06
H 1.37 3.18 2.73
H -0.86 -4.31 -8.65
H -1.37 9.69 4.38
H 2.65 0.23 6.30
H -2.46 -2.03 2.50
H -3.14 6.22 1.30
H 2.33 -0.70 8.62
H -5.92 -1.81 -5.34
H 4.22 -3.55 4.98
H -1.07 4.79 5.89
H 3.66 -2.69 -4.85
H -1.57 1.17 5.12
H -3.07 3.31 -1.62
H 0.99 -1.96 2.58
H 0.10 8.56 5.94
H 2.84 -6.14 -4.74
H -2.51 0.34 2.95
H 5.15 4.74 3.08
H -6.88 6.00 0.22
H 1.71 -2.39 -3.21
H -0.95 -0.03 -5.19

The HOMO energy comes out at -9.457 eV. The HOMO-LUMO gap is 8.774 eV.


## two
A 15-piece molecular cluster, C90H75N15O30 overall, computed with ωB97M-V/def2-TZVPD.

Positions of all 210 atoms, in Å:
O 3.02 -6.84 -8.77
O 4.03 8.35 -3.79
O -7.61 -4.25 0.44
O -0.42 2.92 5.72
O 0.83 5.44 0.61
O -2.12 -0.35 5.36
O 1.36 -7.11 -7.39
O 3.91 1.01 -0.32
O 0.79 0.97 -6.11
O -0.37 6.90 5.37
O -0.70 5.26 3.91
O -0.01 -4.83 -9.08
O -3.25 -0.03 7.15
O 0.12 -11.08 -2.76
O -1.53 -4.05 4.62
O 0.28 -1.99 -1.15
O 5.38 4.31 1.35
O -5.44 -3.89 0.81
O 4.25 0.20 -2.26
O 1.16 -3.08 -8.90
O 0.09 -2.64 3.88
O -5.87 4.65 -1.21
O -1.49 -11.64 -1.49
O 5.62 7.60 -2.52
O -0.55 4.39 7.31
O 6.43 2.59 1.95
O 0.00 0.80 -4.08
O -6.05 2.59 -0.80
O -0.72 -2.69 0.55
O -0.46 6.49 -0.78
N -0.08 0.65 -5.30
N -2.18 -0.13 6.60
N 2.50 -6.70 -7.66
N -5.36 3.52 -1.27
N 0.55 -4.08 -8.40
N -1.03 3.67 6.47
N 4.64 7.43 -3.25
N 5.52 3.27 2.06
N -0.99 6.40 4.39
N -0.14 -1.80 0.00
N -0.41 -3.72 4.19
N -0.71 -10.77 -1.93
N -6.38 -4.21 0.13
N 0.58 6.37 -0.09
N 3.95 0.04 -1.09
C -0.23 -8.32 -2.15
C -4.35 7.00 2.82
C 2.67 9.39 -1.36
C 2.89 5.80 -3.90
C 2.58 2.51 5.09
C 2.71 -5.80 -5.33
C 3.95 -1.32 -0.44
C -3.54 4.24 -2.78
C -0.58 -3.80 -4.36
C -6.05 -4.36 -1.27
C 4.45 2.99 3.05
C 1.56 8.48 -1.24
C 1.31 -0.36 7.79
C -2.77 -1.14 -7.31
C -5.30 3.72 6.04
C 0.78 0.53 -0.14
C 3.82 9.17 -0.73
C 2.49 -6.88 4.33
C 2.86 3.85 4.66
C 4.20 1.68 3.50
C -0.06 -0.21 2.06
C -2.55 8.36 4.40
C -1.09 -0.57 8.86
C 3.75 4.08 3.59
C -1.54 -9.14 -0.29
C 3.66 -1.50 0.96
C -2.48 3.76 6.24
C -4.52 3.07 5.07
C -1.21 -4.72 -5.18
C 0.23 -0.53 0.61
C -2.54 0.17 -4.93
C 0.20 -6.19 4.17
C 1.12 -7.21 4.20
C -4.57 8.29 3.24
C 0.96 -3.29 -6.11
C -3.64 9.00 3.93
C -3.85 -1.29 -6.39
C -5.55 -4.38 -4.01
C 4.03 6.10 -3.19
C 0.29 -0.26 6.89
C 3.78 3.89 -2.12
C 1.22 -0.87 9.10
C 0.58 -4.81 4.17
C -0.43 -7.02 -1.78
C -1.55 -0.53 -6.98
C 0.24 1.02 2.59
C -1.77 -7.80 0.14
C -1.78 2.38 -1.56
C -3.21 6.34 3.20
C 4.79 -4.88 -4.48
C -2.25 7.03 3.95
C -1.36 3.24 -2.63
C -2.21 4.19 -3.26
C -0.96 -0.21 7.49
C 3.40 -3.88 0.76
C 2.91 7.16 0.33
C 3.94 8.08 0.18
C 3.23 -5.91 -6.60
C -0.72 -9.37 -1.44
C -3.77 -0.48 -5.29
C 1.68 7.37 -0.36
C -1.16 -6.77 -0.56
C -4.62 4.17 7.13
C 2.72 3.58 -2.95
C 4.05 -2.50 -1.24
C -1.41 0.12 -5.75
C -3.95 3.36 -1.80
C -6.89 -4.42 -3.56
C 3.75 -3.74 -0.54
C -3.29 4.23 7.26
C -0.04 -0.96 9.67
C 2.15 4.64 -3.83
C -7.13 -4.50 -2.15
C -4.68 -4.29 -1.71
C -0.87 -4.83 -6.51
C 3.46 -2.74 1.49
C 4.51 -5.32 -6.87
C -3.11 2.40 -1.24
C 0.93 1.74 0.45
C 1.91 -4.53 4.21
C 0.79 2.00 1.85
C -3.13 3.10 5.15
C 0.56 -3.14 -4.81
C 3.27 1.46 4.53
C -4.52 -4.26 -3.09
C 4.46 5.14 -2.20
C 0.16 -4.06 -6.98
C 5.29 -4.94 -5.76
C 3.52 -5.31 -4.31
C 2.87 -5.54 4.43
H 0.40 -8.48 -3.02
H 3.69 -4.57 -1.23
H 5.34 5.42 -1.64
H 1.05 2.88 2.42
H -3.79 -4.23 -1.11
H -1.37 -5.74 -0.29
H 3.03 -5.03 -3.39
H 1.79 -6.33 -5.12
H 1.04 -2.51 -4.08
H -0.86 -6.35 4.24
H 3.17 0.42 4.80
H 4.17 5.07 3.53
H -0.39 3.11 -3.09
H -1.20 -5.56 -7.24
H 2.22 -3.50 4.30
H -4.58 -0.47 -4.58
H 4.66 9.81 -0.95
H 3.71 -0.78 1.77
H 1.92 2.31 5.92
H -2.32 -7.62 1.05
H 3.09 6.38 1.06
H 2.29 -0.19 7.35
H 2.57 10.16 -2.10
H -1.94 -9.92 0.34
H -6.38 3.66 6.10
H -3.52 -4.10 -3.48
H 1.31 2.59 -0.10
H 2.29 6.47 -4.50
H 4.89 7.90 0.66
H 2.28 2.60 -2.88
H 3.33 -4.83 1.28
H 0.66 8.61 -1.82
H -0.75 -0.92 2.49
H -0.92 -3.88 -3.33
H 2.37 4.57 5.30
H 1.78 -2.62 -6.37
H 3.27 -7.63 4.38
H -5.12 2.81 4.22
H 2.07 -1.10 9.73
H -2.85 -1.62 -8.27
H 4.34 3.24 -1.47
H -3.80 10.04 4.18
H -0.12 1.30 3.57
H -4.85 -1.67 -6.52
H -2.42 2.78 4.39
H -3.54 1.80 -0.44
H -2.81 4.73 8.09
H 5.43 -4.65 -3.64
H -2.39 0.78 -4.05
H -2.02 -5.33 -4.80
H 0.90 0.34 -1.20
H 0.02 -6.25 -2.38
H 4.15 -2.56 -2.31
H -8.11 -4.58 -1.71
H -5.11 4.69 7.94
H 6.36 -4.82 -5.88
H -4.17 4.87 -3.39
H 4.74 0.95 2.92
H -1.14 1.61 -1.15
H -0.70 -0.54 -7.64
H -3.02 5.29 3.02
H 4.91 -5.43 -7.87
H -1.89 4.62 -4.20
H 3.49 -2.72 2.57
H -7.76 -4.46 -4.19
H -2.04 -0.58 9.38
H -5.28 -4.31 -5.06
H 0.55 0.00 5.88
H -5.16 6.60 2.23
H 0.65 -8.18 4.13
H 1.24 4.43 -4.38
H -1.79 8.99 4.84
H 3.89 -5.24 4.60
H -5.39 8.93 2.96
H -0.20 -1.30 10.69

The HOMO energy comes out at -9.389 eV. The HOMO-LUMO gap is 8.216 eV.


Which of them is most stable, and which least? Most stable: one; least stable: two.